#w
Formula: C2H4ClNO3
Source: the Open Molecules 2025 dataset
Level of theory: ωB97M-V with the def2-TZVPD basis set

ORCA input file:
```
! RIJCOSX wB97M-V def2-TZVPD def2/J DEFGRID3
* xyz 0 3
C -0.248 0.207 -1.028
C 0.538 -0.490 0.084
N 0.435 0.188 1.428
O 1.381 0.151 2.158
O -0.604 0.697 1.692
O -1.627 -0.027 -0.888
Cl 2.253 -0.836 -0.289
H 0.100 -0.142 -2.159
H 0.062 1.240 -0.970
H -0.210 -1.820 0.536
H -2.080 0.831 -0.565
*
```

Summary:
HOMO-LUMO gap (spin up / spin down) = 0.256 / 0.220 hartree

The natural (NBO) scheme yields these atomic charges, measured in e: number 1, C, carries -0.15; number 2, C, carries 0.02; number 3, N, carries 0.41; number 4, O, carries -0.33; number 5, O, carries -0.40; number 6, O, carries -0.69; number 7, Cl, carries 0.12; number 8, H, carries 0.22; number 9, H, carries 0.22; number 10, H, carries 0.09; number 11, H, carries 0.50



#x
Formula: C2H4ClNO3
Source: the Open Molecules 2025 dataset
Level of theory: ωB97M-V with the def2-TZVPD basis set

ORCA input file:
```
! RIJCOSX wB97M-V def2-TZVPD def2/J DEFGRID3
* xyz 0 3
C 2.758 0.599 0.164
C -1.251 -0.979 -0.541
N -2.072 -1.265 0.421
O 3.065 0.020 1.087
O 2.421 1.154 -0.772
O -0.341 1.418 -0.445
Cl 0.445 -1.481 -0.020
H 0.621 1.435 -0.496
H -3.031 -0.848 0.447
H -1.790 -1.706 1.390
H -0.823 1.652 -1.235
*
```

Summary:
HOMO-LUMO gap (spin up / spin down) = 0.241 / 0.334 hartree

The natural (NBO) scheme yields these atomic charges, measured in e: number 1, C, carries 1.04; number 2, C, carries 0.26; number 3, N, carries -0.96; number 4, O, carries -0.49; number 5, O, carries -0.54; number 6, O, carries -0.96; number 7, Cl, carries -0.15; number 8, H, carries 0.49; number 9, H, carries 0.40; number 10, H, carries 0.43; number 11, H, carries 0.48



Stability check: which of them is least stable? #w.



#w
Formula: C3H13N4
Source: the Open Molecules 2025 dataset
Level of theory: ωB97M-V with the def2-TZVPD basis set

ORCA input file:
```
! RIJCOSX wB97M-V def2-TZVPD def2/J DEFGRID3
* xyz 1 1
C 1.445 -0.986 -0.832
N 1.010 -0.602 0.517
C 1.555 -1.087 1.592
N 1.241 -0.754 2.827
H 1.773 -0.136 -1.417
H 0.637 -1.518 -1.323
H 2.287 -1.668 -0.709
H 0.450 0.232 0.647
H 2.368 -1.794 1.469
H 0.547 -0.028 2.953
H 1.716 -1.104 3.639
N -2.666 1.521 -0.646
C -1.364 0.963 -0.849
N -0.851 0.698 -2.210
H -2.849 2.314 -1.260
H -3.402 0.875 -0.893
H -0.632 1.615 -0.349
H -1.323 0.001 -0.331
H -1.507 0.062 -2.652
H -1.066 1.560 -2.715
*
```

Summary:
HOMO-LUMO gap = 0.337 hartree

The natural (NBO) scheme yields these atomic charges, measured in e: number 1, C, carries -0.41; number 2, N, carries -0.50; number 3, C, carries 0.40; number 4, N, carries -0.71; number 5, H, carries 0.25; number 6, H, carries 0.24; number 7, H, carries 0.21; number 8, H, carries 0.42; number 9, H, carries 0.22; number 10, H, carries 0.42; number 11, H, carries 0.44; number 12, N, carries -0.83; number 13, C, carries -0.06; number 14, N, carries -0.84; number 15, H, carries 0.36; number 16, H, carries 0.36; number 17, H, carries 0.15; number 18, H, carries 0.16; number 19, H, carries 0.35; number 20, H, carries 0.36



#x
Formula: C3H13N4
Source: the Open Molecules 2025 dataset
Level of theory: ωB97M-V with the def2-TZVPD basis set

ORCA input file:
```
! RIJCOSX wB97M-V def2-TZVPD def2/J DEFGRID3
* xyz 1 1
C -1.625 1.386 0.119
C 0.855 1.890 -0.112
C -0.241 0.905 -0.060
N -1.789 -2.337 0.031
N 2.774 -1.129 0.064
N 0.005 -0.349 -0.162
N 3.553 -0.243 -0.208
H -2.338 0.568 0.156
H -1.695 1.962 1.043
H -1.897 2.066 -0.686
H 0.631 2.667 -0.842
H 1.812 1.430 -0.345
H 0.938 2.399 0.850
H -1.969 -2.596 0.995
H -1.387 -3.146 -0.428
H 3.139 -2.042 0.402
H -0.749 -1.104 -0.090
H 0.989 -0.665 -0.217
H -2.683 -2.153 -0.408
H 4.568 -0.410 -0.094
*
```

Summary:
HOMO-LUMO gap = 0.378 hartree

The natural (NBO) scheme yields these atomic charges, measured in e: number 1, C, carries -0.69; number 2, C, carries -0.71; number 3, C, carries 0.48; number 4, N, carries -1.07; number 5, N, carries -0.33; number 6, N, carries -0.66; number 7, N, carries -0.25; number 8, H, carries 0.23; number 9, H, carries 0.26; number 10, H, carries 0.26; number 11, H, carries 0.26; number 12, H, carries 0.26; number 13, H, carries 0.26; number 14, H, carries 0.39; number 15, H, carries 0.39; number 16, H, carries 0.32; number 17, H, carries 0.44; number 18, H, carries 0.43; number 19, H, carries 0.39; number 20, H, carries 0.32



Stability check: which of them is least stable? #x.



#w
Formula: C8H13N2O2S
Source: the Open Molecules 2025 dataset
Level of theory: ωB97M-V with the def2-TZVPD basis set

ORCA input file:
```
! RIJCOSX wB97M-V def2-TZVPD def2/J DEFGRID3
* xyz 1 1
C 0.376 -2.332 -0.026
C 1.508 -0.214 0.680
C -0.744 -0.391 -0.989
C 1.717 -1.588 -0.074
C -0.991 0.664 1.735
C -2.083 -2.234 -0.337
C 1.587 1.518 -0.911
C -0.161 1.583 0.827
N -0.780 -1.541 -0.348
N 0.710 0.764 -0.056
O 0.243 -3.431 0.325
O 2.046 0.042 1.723
S -1.534 0.372 -2.128
H 2.375 -2.077 0.669
H 1.974 -1.429 -1.071
H -0.566 -0.285 1.993
H -1.167 1.256 2.736
H -1.908 0.326 1.234
H -1.924 -2.987 0.614
H -2.872 -1.508 -0.066
H -2.401 -2.734 -1.266
H 1.392 2.550 -1.057
H 2.578 1.587 -0.351
H 1.769 1.111 -1.830
H 0.532 2.312 1.324
H -0.823 2.147 0.101
*
```

Summary:
HOMO-LUMO gap = 0.333 hartree

The natural (NBO) scheme yields these atomic charges, measured in e: number 1, C, carries 0.72; number 2, C, carries 0.75; number 3, C, carries 0.25; number 4, C, carries -0.61; number 5, C, carries -0.65; number 6, C, carries -0.43; number 7, C, carries -0.44; number 8, C, carries -0.23; number 9, N, carries -0.56; number 10, N, carries -0.40; number 11, O, carries -0.45; number 12, O, carries -0.46; number 13, S, carries 0.30; number 14, H, carries 0.30; number 15, H, carries 0.26; number 16, H, carries 0.22; number 17, H, carries 0.27; number 18, H, carries 0.22; number 19, H, carries 0.27; number 20, H, carries 0.23; number 21, H, carries 0.25; number 22, H, carries 0.25; number 23, H, carries 0.24; number 24, H, carries 0.23; number 25, H, carries 0.24; number 26, H, carries 0.24



#x
Formula: C8H13N2O2S
Source: the Open Molecules 2025 dataset
Level of theory: ωB97M-V with the def2-TZVPD basis set

ORCA input file:
```
! RIJCOSX wB97M-V def2-TZVPD def2/J DEFGRID3
* xyz 1 1
C -1.832 1.198 -0.472
C -3.260 -0.541 0.479
C -1.205 0.008 -0.155
C 1.274 0.526 0.115
C 0.286 -0.217 -2.057
C 0.540 -1.997 1.323
C 1.588 2.748 0.754
C 0.222 -0.463 -0.556
N -2.009 -0.901 0.378
N 0.594 -1.818 -0.133
O 2.355 0.174 0.494
O 0.829 1.762 0.080
S -3.518 1.077 -0.189
H -1.222 2.021 -0.823
H -3.959 -1.153 0.844
H -0.768 -0.443 -2.296
H 1.101 -0.691 -2.656
H 0.562 0.881 -2.240
H -0.495 -2.035 1.707
H 0.810 -3.055 1.556
H 1.149 -1.350 1.952
H 2.637 2.741 0.353
H 1.552 2.416 1.796
H 1.129 3.651 0.646
H 1.545 -1.940 -0.376
H 0.096 -2.598 -0.523
*
```

Summary:
HOMO-LUMO gap = 0.367 hartree
SMILES = C[NH2+][C@](C)(C(=O)OC)c1cscn1

The natural (NBO) scheme yields these atomic charges, measured in e: number 1, C, carries -0.43; number 2, C, carries -0.09; number 3, C, carries 0.09; number 4, C, carries 0.81; number 5, C, carries -0.64; number 6, C, carries -0.47; number 7, C, carries -0.25; number 8, C, carries 0.01; number 9, N, carries -0.49; number 10, N, carries -0.49; number 11, O, carries -0.59; number 12, O, carries -0.50; number 13, S, carries 0.49; number 14, H, carries 0.27; number 15, H, carries 0.22; number 16, H, carries 0.25; number 17, H, carries 0.25; number 18, H, carries 0.26; number 19, H, carries 0.27; number 20, H, carries 0.24; number 21, H, carries 0.26; number 22, H, carries 0.21; number 23, H, carries 0.20; number 24, H, carries 0.21; number 25, H, carries 0.45; number 26, H, carries 0.45



Stability check: which of them is least stable? #w.